Entry 1:
Density functional theory data (the ωB97M-V functional and the def2-TZVPD basis) for 4 unconnected molecules or ions with the total composition C3H15NO3 in a non-equilibrium geometry.

Output
Net charge   0
Energy relative to the best compared isomer or geometry (same formula, charge and spin)   199.7 kJ/mol
Kohn-Sham gap   10.62 eV
SMILES   CN(C)C.O.O.O

Cartesian coordinates (Å):
O: -2.3211 -3.0231 -1.1524
O: 1.8764 -3.1417 -0.9774
O: 2.1732 -0.7782 0.4652
N: 0.1611 1.2946 0.6415
C: -1.0210 0.4511 0.9348
C: 0.1128 1.4751 -0.8893
C: -0.2775 2.6984 1.1810
H: -0.9454 -0.6094 0.6390
H: -0.7217 2.1301 -1.2654
H: -1.3015 0.4722 2.0422
H: -0.4797 2.6010 2.2586
H: -2.0127 0.6888 0.4378
H: 0.5419 3.3272 0.9915
H: -2.1161 -3.1980 -2.0662
H: 1.7011 -3.0086 -1.8963
H: 1.5830 -0.1567 0.9191
H: 0.0139 0.4535 -1.3502
H: -1.2312 3.1491 0.6058
H: 1.1255 1.9730 -1.1951
H: 1.7491 -2.2226 -0.6254
H: -1.4091 -3.3100 -0.7501
H: 2.7992 -1.2661 1.0511

Atomic forces in eV per Å
2.9 -0.8 1.5
-0.3 1.0 0.9
0.8 -0.9 -0.1
-3.5 2.0 -1.4
-1.8 -1.0 1.2
2.0 0.0 0.2
-1.5 -1.6 -1.0
0.8 0.3 0.2
0.6 -0.7 0.7
0.8 -0.1 -1.3
0.1 0.2 -0.5
1.1 0.7 0.1
1.0 1.1 0.0
-0.3 0.0 -0.8
0.0 -0.2 -1.1
0.2 0.1 0.3
0.3 1.1 0.3
2.0 -1.3 1.3
-1.9 -1.0 0.3
0.3 -0.8 0.1
-2.6 0.8 -0.7
-1.1 1.0 -0.4

natural (NBO) atomic charge list, values in e, 8 entries: atom 1 (O): -0.9366, atom 2 (O): -0.9697, atom 3 (O): -0.9966, atom 4 (N): -0.4571, atom 5 (C): -0.4597, atom 6 (C): -0.4415, atom 7 (C): -0.4153, atom 8 (H): 0.2122


Entry 2:
Density functional theory data (the ωB97M-V functional and the def2-TZVPD basis) for a molecular structure, C7H17IN3O4PTa in a non-equilibrium geometry.

Output
Net charge   -1
Kohn-Sham gap   6.58 eV

Cartesian coordinates (Å):
Ta: -0.1673 0.5563 0.2869
I: -0.7535 4.4877 -0.9091
P: 0.4413 3.0919 0.7410
O: -0.2378 3.4965 2.2971
O: -0.5940 -1.5668 -0.0431
O: -1.7047 -1.7240 4.3465
O: -0.4384 -3.4923 4.4658
N: -0.8260 0.9667 -1.6895
N: -1.3527 -2.8384 3.9835
N: -3.2272 -1.4937 -0.4444
C: -0.0991 1.9458 -3.8614
C: -2.0183 -1.5563 -0.3352
C: 0.7973 -0.5098 -3.1780
C: -2.1081 -3.4476 2.8557
C: 2.9182 0.4569 1.1131
C: -0.0558 0.7611 -2.7314
C: 2.0924 0.3058 -0.2686
H: 0.2567 2.9519 -3.4644
H: 1.9079 -0.1742 -3.1537
H: -1.9160 0.8705 0.8983
H: 4.0137 0.1454 1.0368
H: 2.7414 1.5177 1.4922
H: -3.1493 -3.5300 3.1653
H: 2.2035 -0.7990 -0.6001
H: 0.2560 0.1054 2.0188
H: -1.6912 -4.4302 2.6414
H: 2.4205 -0.2560 1.8795
H: 2.4406 0.9947 -1.1096
H: -2.0020 -2.7887 1.9944
H: 0.5953 -0.7514 -4.2925
H: -1.2385 2.0710 -4.0507
H: 0.7384 -1.4178 -2.4928
H: -0.5834 4.4230 2.2680
H: 0.3405 1.6278 -4.8598

Atomic forces in eV per Å
-1.0 -0.5 -3.1
-0.3 0.0 0.2
0.2 0.2 1.6
-0.3 0.7 -1.5
-5.6 0.9 -0.8
0.4 -1.0 -0.2
-0.4 0.4 -0.1
3.3 -2.0 -0.5
0.0 0.5 0.3
5.9 -0.7 0.3
-1.4 -0.8 0.3
-0.4 0.3 0.9
0.8 0.6 -0.1
0.0 -0.2 -0.2
-0.8 -0.6 -0.1
-1.6 1.3 -0.2
0.5 -0.3 1.1
-0.2 -1.5 -0.5
-1.7 -0.4 0.0
0.7 0.4 0.3
-1.2 0.8 0.1
0.7 -1.3 -0.3
0.1 0.2 -0.1
-0.3 1.6 0.3
-0.2 -0.2 -0.2
0.0 0.2 0.1
1.0 1.2 -1.2
-0.2 -0.9 1.1
-0.1 0.0 0.1
0.1 0.3 1.9
1.9 -0.1 0.3
-0.3 1.3 -1.0
0.6 -1.1 0.0
-0.1 0.6 1.3

natural (NBO) atomic charge list, values in e, 8 entries: atom 1 (Ta): 1.9461, atom 2 (I): -0.2055, atom 3 (P): 0.3142, atom 4 (O): -0.9940, atom 5 (O): -0.8057, atom 6 (O): -0.3606, atom 7 (O): -0.3964, atom 8 (N): -0.7991


Entry 3:
Density functional theory data (the ωB97M-V functional and the def2-TZVPD basis) for 2 unconnected molecules or ions with the total composition C41H42ClN2O in a non-equilibrium geometry.

Output
Net charge   +1
Kohn-Sham gap   3.72 eV

Cartesian coordinates (Å):
Cl: 5.1479 0.0994 5.1961
O: 1.3921 -0.7637 0.2639
N: -0.0217 0.0360 -2.8015
N: 1.6224 1.1308 -1.8337
C: 4.7165 1.9481 0.9377
C: -2.1352 0.1283 -0.2239
C: -2.1219 1.4326 -0.7632
C: 4.9603 1.2257 -0.2299
C: 0.3630 -0.3090 -0.3013
C: 4.2406 0.1017 -2.3272
C: -4.4881 -0.0598 -0.8718
C: -3.3188 -1.1863 -4.0060
C: -4.5789 -3.3533 -3.6934
C: 1.5869 1.1241 3.7173
C: -2.2029 -0.3588 -3.8193
C: 3.0155 -1.2332 4.2049
C: 2.3842 2.1921 0.2549
C: 1.6608 1.4226 -3.1982
C: -2.7551 -0.7295 4.5204
C: -3.3773 -0.5642 -0.2140
C: -2.2509 1.0365 -4.3462
C: 5.7954 2.1415 1.9621
C: 0.5131 0.3785 -1.5916
C: -2.2638 -2.9555 -2.7952
C: -1.3942 0.9327 3.4651
C: -0.5253 -0.1539 3.7110
C: 3.9471 0.9803 -1.1603
C: -0.9621 -0.5354 0.2893
C: 1.0048 2.6578 0.5875
C: 2.6576 1.4557 -0.9040
C: -3.2548 1.9580 -1.3801
C: 0.1204 -2.8536 -2.1076
C: -1.0976 -2.1909 -2.6648
C: -4.4319 1.2040 -1.4643
C: 3.5788 0.0149 4.5005
C: -1.2837 -1.2624 4.4025
C: -1.1083 -1.6909 1.1821
C: 2.8875 1.1964 4.2035
C: -3.3758 -2.4810 -3.4927
C: 1.6957 -1.3010 3.7791
C: 0.9084 -0.1199 3.6707
C: -2.6801 0.6281 3.8835
C: 0.6589 0.7662 -3.7869
C: -1.1178 -0.8453 -3.0757
C: 3.4336 2.4594 1.1400
H: -3.4557 -1.4119 4.0132
H: 1.0545 3.3467 1.4398
H: 5.3082 -0.1450 -2.3145
H: -1.5396 1.2012 -5.1625
H: 5.9538 0.8143 -0.4165
H: -0.0146 -3.9405 -2.1977
H: 4.0201 0.5825 -3.2851
H: -0.1727 -1.8658 1.7218
H: -2.2723 -3.9599 -2.3641
H: 5.6198 1.5287 2.8567
H: 1.0400 2.0415 3.4919
H: -3.4371 -1.5477 0.2565
H: -3.2130 2.9577 -1.8220
H: 0.3718 1.8099 0.8969
H: -2.0796 1.7855 -3.5649
H: -1.2242 2.0428 -0.6473
H: -1.0839 1.8787 3.0263
H: 2.4466 2.0274 -3.6173
H: 6.7706 1.8520 1.5551
H: 3.2222 3.0494 2.0322
H: -5.3936 -0.6669 -0.9271
H: -1.9070 -1.4807 1.9014
H: 3.6078 -2.1327 4.3514
H: 0.5173 3.1842 -0.2424
H: -4.1723 -0.7809 -4.5519
H: -1.2513 -2.2110 3.8508
H: -5.2935 1.5965 -2.0080
H: 3.3686 2.1568 4.3796
H: -5.3819 -2.7948 -4.1818
H: 5.8510 3.1866 2.2911
H: 1.0368 -2.5830 -2.6499
H: -4.9598 -3.7345 -2.7380
H: -4.3413 -4.2240 -4.3192
H: 0.2617 -2.6360 -1.0427
H: -3.2535 1.2201 -4.7483
H: -3.5410 1.2946 3.8129
H: -1.3692 -2.6157 0.6341
H: 1.2382 -2.2706 3.5756
H: -0.8687 -1.4641 5.4022
H: -3.0490 -0.6909 5.5811
H: 3.6806 -0.8417 -2.2680
H: 0.3598 0.7372 -4.8208

Atomic forces in eV per Å
-0.1 0.0 0.0
0.3 0.2 -0.9
0.7 1.2 0.3
-1.3 0.0 -0.8
-0.2 0.0 -0.3
-0.7 -0.3 0.0
-0.1 0.0 0.1
-0.3 0.1 0.1
-2.9 -1.4 3.3
0.4 -0.3 -0.4
0.1 0.2 0.2
0.3 -0.1 0.0
-0.3 -0.1 0.0
-0.1 -0.1 0.5
-0.3 -0.3 0.6
-0.3 0.0 -0.2
0.4 0.1 -0.1
0.6 0.1 0.7
0.9 -0.3 -0.3
0.2 0.1 -0.1
-0.4 0.5 -0.3
0.3 0.1 0.1
1.6 -0.6 -1.3
0.3 0.4 -0.3
-1.2 0.0 0.2
0.3 0.0 0.9
-0.1 0.0 0.4
2.3 1.4 -2.2
-0.3 0.2 0.4
0.7 0.4 0.8
-0.2 -0.2 0.0
0.2 -0.5 0.4
-0.3 0.2 0.2
0.1 0.2 -0.2
-0.5 0.1 -0.4
-0.7 0.2 -0.1
0.0 -0.5 0.6
-0.1 -0.1 -0.1
0.3 0.2 0.2
-0.1 0.2 0.5
0.5 -0.2 -0.5
1.0 -0.2 -0.1
-0.5 -0.7 0.0
-0.9 -0.6 -0.4
-0.1 -0.3 -0.3
0.0 0.4 0.1
0.0 0.0 -0.2
-0.3 0.0 -0.1
-0.2 0.0 0.1
-0.3 0.1 0.1
0.2 0.3 0.0
0.1 -0.2 0.1
-0.1 -0.1 -0.2
0.0 0.2 -0.3
0.0 0.1 -0.2
0.2 -0.3 0.2
0.0 0.3 -0.3
-0.1 -0.3 0.2
0.1 0.2 -0.2
0.2 -0.2 -0.2
-0.3 -0.2 -0.2
-0.2 -0.3 0.0
-0.2 0.1 0.0
-0.2 0.1 0.1
0.1 -0.1 -0.2
0.2 0.3 0.0
0.0 -0.3 -0.1
-0.2 0.2 -0.1
0.1 -0.1 0.1
0.2 -0.1 0.1
0.1 0.2 0.1
0.2 -0.1 0.2
-0.1 -0.2 -0.1
0.1 -0.1 0.1
0.0 -0.2 -0.1
-0.2 0.0 0.2
0.1 0.1 -0.1
0.0 0.2 0.1
0.1 0.0 -0.3
0.2 0.1 0.0
0.3 -0.2 -0.1
0.0 0.1 0.2
0.2 0.3 0.2
0.1 0.2 -0.4
-0.1 0.2 -0.3
0.0 0.2 0.0
0.2 -0.1 0.2

Löwdin atomic charge list, values in e, 8 entries: atom 1 (Cl): 0.7538, atom 2 (O): -0.0060, atom 3 (N): 0.0991, atom 4 (N): 0.0831, atom 5 (C): -0.2461, atom 6 (C): -0.2028, atom 7 (C): -0.0492, atom 8 (C): 0.0146


Entry 4:
Density functional theory data (the ωB97M-V functional and the def2-TZVPD basis) for a molecular structure, C31H34BrN5O3SSeSr.

Output
Net charge   -2
Energy relative to the best compared isomer or geometry (same formula, charge and spin)   9.2 kJ/mol
Kohn-Sham gap   4.26 eV

Cartesian coordinates (Å):
Sr: 1.0873 -1.5701 -0.3466
Br: 7.6431 -1.9159 2.4066
Se: 3.6877 -1.6284 -1.7560
S: 1.0537 3.1361 -2.1533
O: -0.8312 -1.0264 -1.8160
O: 0.4252 -3.6698 0.8280
O: 0.3647 -5.0560 2.6152
N: 0.2449 -1.5642 2.5101
N: 3.1693 1.4411 -1.7936
N: 1.2689 1.2542 -0.4359
N: 3.1623 -0.8392 1.7169
N: 0.0372 1.8293 -0.2336
C: -1.3746 4.7775 0.0079
C: -1.4524 0.2536 -3.7332
C: -3.6740 1.1596 -2.3208
C: -0.8536 -1.9369 5.0522
C: 1.9471 1.8180 -1.4132
C: -0.0348 -2.7614 2.9563
C: -2.8634 0.1931 -1.7457
C: -3.3482 -0.4901 -0.4779
C: 5.4867 -0.3871 1.3452
C: 0.1537 1.8950 3.6392
C: -0.4377 1.7642 4.9163
C: -3.3865 1.7275 -3.5570
C: 1.0468 0.1003 -4.2675
C: -2.3560 -0.5528 0.6877
C: -0.5482 -0.6267 4.6094
C: 4.1339 -0.1269 1.1523
C: -0.5799 -2.9951 4.2470
C: -1.4935 3.5970 -0.9577
C: 3.5130 -1.9135 2.4195
C: -3.8379 -1.9053 -0.8087
C: 0.2802 -3.9649 2.0409
C: 4.8272 -2.2927 2.6439
C: -2.2897 1.2306 -4.2534
C: 0.3861 0.7962 2.8629
C: -1.6618 -0.2265 -2.4006
C: 5.8122 -1.4846 2.1059
C: -0.3739 -0.3195 -4.6368
C: 0.0255 -0.4908 3.3274
C: -0.2316 2.8003 -1.0242
C: -0.4699 -1.8444 -4.7592
C: -0.7788 0.5297 5.3917
H: 0.2383 -2.2099 -5.5083
H: 3.3964 0.3293 -1.6935
H: -0.6178 2.6473 5.5183
H: -1.6749 -1.3890 0.5398
H: -4.0214 2.4955 -3.9834
H: -1.7677 0.3629 0.7746
H: -4.2153 0.0919 -0.1401
H: 0.8515 0.8761 1.8909
H: -3.0070 -2.4893 -1.2095
H: -2.3056 5.3471 0.0476
H: 3.8302 0.7106 0.5380
H: -2.2824 2.9145 -0.6403
H: 1.7647 -0.2824 -4.9976
H: -4.5671 1.4729 -1.7834
H: 5.0629 -3.1808 3.2114
H: -4.2116 -2.4125 0.0867
H: -2.0829 1.6012 -5.2550
H: -4.6360 -1.8780 -1.5546
H: -0.5724 5.4537 -0.2964
H: -1.1475 4.4142 1.0114
H: 3.4598 1.7861 -2.6956
H: -0.5860 0.0913 -5.6329
H: -1.2925 -2.0745 6.0357
H: 1.1289 1.1900 -4.2291
H: -0.2334 -2.3182 -3.8087
H: -1.4785 -2.1464 -5.0549
H: -2.8860 -0.7244 1.6310
H: -1.2253 0.4172 6.3742
H: -0.7573 -4.0216 4.5345
H: 0.4263 2.8763 3.2702
H: 1.3484 -0.3156 -3.3056
H: 2.7034 -2.5085 2.8279
H: -1.7603 3.9394 -1.9591
H: 6.2390 0.2193 0.8645

Atomic forces in eV per Å
0.0 0.1 0.0
0.0 0.0 0.0
0.0 -0.1 0.0
0.0 0.0 0.1
0.1 -0.1 0.0
0.1 -0.2 0.0
-0.1 -0.1 -0.1
-0.1 0.1 0.0
0.0 0.0 0.0
-0.1 -0.1 0.0
-0.1 -0.1 0.0
0.1 0.0 0.0
0.0 0.0 0.0
0.0 0.0 0.0
0.0 0.0 0.0
0.0 0.0 0.0
0.0 0.1 -0.1
0.0 0.0 0.0
0.0 0.0 0.1
0.0 0.0 0.0
0.0 0.0 0.0
0.0 0.0 0.0
0.0 0.0 0.0
0.0 0.0 0.0
0.0 0.0 0.1
0.0 0.0 -0.1
0.0 0.0 0.0
0.0 0.0 -0.1
0.0 0.0 0.0
0.0 0.0 0.0
0.0 0.1 0.0
0.0 0.0 0.0
0.0 0.2 0.0
0.0 0.0 0.0
0.0 0.0 0.0
0.0 -0.1 0.0
0.0 0.0 0.1
0.0 0.0 0.0
0.0 0.0 0.0
0.0 0.0 0.0
0.0 0.0 0.0
0.0 0.0 0.0
0.0 0.0 0.0
0.0 0.0 0.0
0.0 0.0 -0.1
0.0 0.0 0.0
0.0 0.0 0.1
0.0 0.0 0.0
0.0 0.0 0.0
0.0 0.0 0.0
0.0 0.0 0.0
0.0 0.0 0.0
0.0 0.0 0.0
0.0 0.0 0.0
0.0 0.0 0.0
0.0 0.0 0.0
0.0 0.0 0.0
0.0 0.0 0.0
0.0 0.0 0.0
0.0 0.0 0.0
0.0 0.0 0.0
0.0 0.0 0.0
0.0 0.0 0.0
0.0 0.0 0.0
0.0 0.0 0.0
0.0 0.0 0.0
0.0 0.0 0.0
0.0 0.0 0.0
0.0 0.0 0.0
0.0 0.0 0.0
0.0 0.0 0.0
0.0 0.0 0.0
0.0 0.0 0.0
0.0 0.0 0.0
0.0 0.0 0.0
0.0 0.0 0.0
0.0 0.0 0.0

Löwdin atomic charge list, values in e, 8 entries: atom 1 (Sr): 1.0468, atom 2 (Br): 0.6716, atom 3 (Se): -0.3913, atom 4 (S): 1.0429, atom 5 (O): -0.2595, atom 6 (O): -0.1777, atom 7 (O): -0.0118, atom 8 (N): 0.1329